(1)
{
  "formula": "C8H8O5S2",
  "method": "ωB97M-V/def2-TZVPD",
  "homo_energy_ev": 1.218,
  "total_charge": -2,
  "gap_ev": 3.83,
  "lumo_energy_ev": 5.052,
  "de_lowest_kcal_mol": 24.62,
  "species": ["C", "C", "C", "C", "C", "C", "C", "C", "O", "O", "O", "O", "O", "S", "S", "H", "H", "H", "H", "H", "H", "H", "H"],
  "positions_angstrom": [[-2.267, -2.299, 0.312], [-2.960, -1.190, -0.193], [-0.964, -2.247, 0.686], [-2.289, 0.011, -0.322], [-0.201, -1.085, 0.476], [-0.888, 0.102, -0.042], [-0.814, 2.643, -0.457], [-0.147, 1.233, -0.281], [4.851, -1.833, 0.699], [2.121, 2.528, -0.458], [5.256, -0.957, -1.605], [2.351, 0.113, -0.243], [1.561, 1.364, 1.646], [4.881, -0.687, -0.175], [1.544, 1.349, 0.159], [-2.891, -3.202, 0.307], [-4.090, -1.378, -0.313], [-0.382, -3.179, 0.948], [-2.802, 0.981, -0.444], [0.771, -1.029, 0.727], [-1.832, 2.567, -0.944], [-0.805, 3.094, 0.565], [-0.004, 3.100, -1.048]],
  "atomic_forces_ev_per_a": [[-3.08, -1.09, -0.86], [-0.78, -0.22, 0.71], [3.54, 0.21, -0.45], [-0.79, 0.64, 0.54], [-5.27, -0.87, -0.58], [1.40, -1.20, 0.24], [1.39, -1.70, 0.09], [-0.37, 1.57, -0.64], [-0.04, 0.14, -0.34], [-0.11, 0.91, -0.42], [-0.88, 0.43, 3.18], [-0.78, 0.80, -0.45], [0.08, 0.58, -0.55], [0.35, -0.24, -2.81], [1.07, -2.27, 1.91], [0.61, -0.11, 0.36], [1.74, 0.84, -0.14], [-0.87, 0.95, 0.10], [0.00, -0.83, -0.35], [3.05, 0.06, 0.74], [1.31, 0.42, 0.50], [-0.57, 0.17, -0.70], [-0.99, 0.80, -0.08]]
}

(2)
{
  "formula": "C8H8OS",
  "method": "ωB97M-V/def2-TZVPD",
  "homo_energy_ev": -8.528,
  "total_charge": 0,
  "gap_ev": 8.42,
  "smiles": "CSc1ccc(C=O)cc1",
  "lumo_energy_ev": -0.109,
  "de_lowest_kcal_mol": 47.94,
  "species": ["C", "C", "C", "C", "C", "C", "C", "C", "H", "H", "H", "H", "H", "H", "H", "H", "O", "S"],
  "positions_angstrom": [[-3.243, -1.210, 0.079], [-0.944, 0.272, -0.036], [-0.256, -0.937, -0.065], [1.063, -1.030, -0.003], [1.858, 0.240, 0.007], [3.270, 0.089, 0.031], [1.247, 1.484, 0.078], [-0.230, 1.458, -0.047], [-2.760, -1.647, 0.982], [-4.211, -1.237, 0.269], [-3.061, -1.790, -0.612], [-0.696, -1.998, -0.169], [1.616, -1.812, -0.090], [3.753, 1.142, 0.012], [1.678, 2.204, 0.233], [-0.729, 2.336, 0.002], [3.942, -0.912, -0.018], [-2.732, 0.494, -0.047]],
  "atomic_forces_ev_per_a": [[2.45, 4.62, 7.47], [-0.63, 1.43, -0.47], [-2.17, -3.66, -0.14], [0.58, 8.46, -0.18], [-2.86, -2.31, 0.72], [2.27, 2.15, -0.36], [-10.96, -15.37, -3.30], [3.98, -2.30, 0.90], [-0.27, 0.30, -0.41], [-4.57, 0.18, 0.82], [2.11, -5.29, -7.52], [-0.22, 2.11, 0.28], [2.91, -5.21, -0.34], [0.05, -1.14, 0.18], [8.17, 13.88, 2.49], [-1.50, 2.68, 0.06], [-0.34, -0.10, 0.14], [1.02, -0.44, -0.36]]
}

(3)
{
  "formula": "C8H8Se",
  "method": "ωB97M-V/def2-TZVPD",
  "homo_energy_ev": [-6.658, -8.675],
  "total_charge": 0,
  "gap_ev": [7.59, 6.70],
  "lumo_energy_ev": [0.936, -1.977],
  "multiplicity": 3,
  "species": ["C", "C", "C", "C", "C", "C", "C", "C", "Se", "H", "H", "H", "H", "H", "H", "H", "H"],
  "positions_angstrom": [[-1.763, -1.469, 0.011], [-0.743, -2.401, -0.051], [-1.453, -0.121, 0.062], [0.570, -1.971, -0.067], [-0.141, 0.325, 0.078], [0.886, -0.620, 0.007], [0.142, 1.804, 0.269], [1.411, 2.294, -0.297], [2.718, -0.114, 0.028], [-2.797, -1.775, 0.021], [-0.966, -3.457, -0.081], [-2.257, 0.600, 0.100], [1.368, -2.696, -0.125], [-0.679, 2.349, -0.215], [0.106, 2.011, 1.343], [1.532, 2.326, -1.368], [2.064, 2.914, 0.284]],
  "atomic_forces_ev_per_a": [[-0.01, 0.20, -0.02], [0.12, -0.18, 0.00], [-0.18, 0.04, -0.02], [-0.02, -0.52, 0.00], [0.07, 0.41, 0.18], [0.62, 0.30, -0.05], [-0.23, -0.11, -0.12], [0.02, 0.44, -0.21], [-0.26, -0.58, 0.08], [-0.10, -0.10, -0.01], [0.00, -0.09, -0.04], [-0.03, 0.12, 0.04], [0.10, -0.03, 0.00], [-0.20, -0.02, 0.26], [-0.11, 0.04, -0.08], [0.05, -0.06, -0.15], [0.17, 0.13, 0.14]]
}

(4)
{
  "formula": "C8H9AuI2N2OS",
  "method": "ωB97M-V/def2-TZVPD",
  "homo_energy_ev": [-11.578, -12.016],
  "total_charge": 1,
  "gap_ev": [6.02, 6.48],
  "lumo_energy_ev": [-5.554, -5.534],
  "de_lowest_kcal_mol": 7.37,
  "multiplicity": 2,
  "species": ["Au", "O", "N", "C", "C", "C", "C", "C", "S", "H", "H", "H", "H", "I", "C", "I", "H", "H", "C", "C", "N", "H", "H", "H"],
  "positions_angstrom": [[0.862, -0.171, -1.286], [-1.112, 0.414, -0.912], [-1.778, -0.498, -0.177], [-2.840, -0.051, 0.514], [-3.622, -0.929, 1.221], [-3.290, -2.281, 1.221], [-2.182, -2.709, 0.519], [-1.418, -1.795, -0.197], [-0.054, -2.294, -1.171], [-3.006, 1.013, 0.451], [-4.469, -0.552, 1.773], [-3.883, -2.990, 1.782], [-1.882, -3.747, 0.512], [3.145, -1.333, -1.646], [2.881, 1.231, -4.113], [1.093, 1.832, -3.330], [2.863, 0.492, -4.895], [3.771, 1.732, -3.774], [2.718, 2.347, 2.616], [2.035, 1.638, 1.543], [1.497, 1.080, 0.700], [3.540, 2.927, 2.201], [3.111, 1.630, 3.335], [2.020, 3.016, 3.115]],
  "atomic_forces_ev_per_a": [[-0.52, -0.78, -0.22], [0.25, 0.21, 0.06], [0.00, -0.16, -0.10], [-0.13, -0.01, 0.01], [0.01, 0.03, 0.00], [0.06, -0.02, -0.03], [-0.06, -0.01, 0.03], [0.04, 0.15, -0.09], [0.23, 0.10, 0.19], [0.02, 0.00, -0.01], [0.00, 0.00, 0.00], [0.00, 0.00, -0.01], [0.00, 0.00, 0.01], [-0.19, 0.20, -0.04], [-0.03, 0.09, -0.08], [0.21, -0.01, 0.16], [-0.01, 0.00, 0.02], [-0.02, -0.01, 0.01], [-0.01, -0.02, -0.01], [0.02, 0.01, 0.04], [0.14, 0.23, 0.07], [0.00, 0.00, -0.01], [0.00, 0.00, 0.00], [0.00, 0.00, 0.00]]
}

(5)
{
  "formula": "C8H9BrN2O6",
  "method": "ωB97M-V/def2-TZVPD",
  "homo_energy_ev": -8.885,
  "total_charge": 0,
  "gap_ev": 7.88,
  "smiles": "O=NO[C@@H]1OC(=O)O[C@]1(Br)C[C@@H]1CO1.CC#N",
  "lumo_energy_ev": -1.002,
  "species": ["O", "N", "O", "C", "O", "C", "O", "O", "C", "Br", "C", "C", "C", "O", "H", "H", "H", "H", "H", "H", "C", "C", "N", "H", "H", "H"],
  "positions_angstrom": [[2.250, 3.417, 2.737], [2.337, 2.288, 2.997], [1.358, 1.580, 2.247], [1.884, 1.074, 1.046], [2.253, 2.000, 0.020], [1.179, 2.009, -0.872], [0.672, 2.927, -1.345], [0.809, 0.666, -1.047], [0.862, 0.146, 0.275], [1.940, -1.531, 0.009], [-0.494, -0.198, 0.917], [-1.415, 1.145, 0.908], [-3.011, 0.842, 0.637], [-1.952, 1.511, -0.348], [2.817, 0.496, 1.197], [-0.444, -0.431, 1.997], [-1.062, -0.939, 0.327], [-1.162, 1.958, 1.650], [-3.210, 1.488, 1.578], [-3.758, 1.421, 0.052], [-0.485, -3.552, -2.953], [0.038, -3.828, -1.601], [0.445, -4.041, -0.557], [0.158, -2.833, -3.458], [-0.515, -4.474, -3.532], [-1.492, -3.142, -2.883]],
  "atomic_forces_ev_per_a": [[0.40, -0.31, 0.66], [0.66, 1.46, -0.09], [-1.26, -0.86, -1.67], [1.18, -1.32, -0.81], [-1.48, 0.70, 0.53], [1.29, -2.38, 1.12], [-0.59, 1.80, -1.37], [-0.82, 1.48, 1.44], [1.31, -1.74, 0.12], [-0.44, 0.40, 0.35], [-1.31, 2.63, -0.14], [-0.46, -2.46, -3.16], [0.63, 1.49, 1.44], [1.72, 1.03, 3.55], [-0.62, 0.53, 0.55], [0.46, -0.37, -0.76], [0.53, 0.29, 0.40], [-0.43, -0.85, -0.91], [0.13, 0.73, -1.07], [-0.59, -1.80, -0.07], [0.18, -0.04, 0.41], [-0.56, 0.08, -1.25], [0.07, -0.50, 0.62], [-0.01, -0.01, 0.05], [0.01, 0.02, 0.04], [0.04, -0.01, 0.02]]
}

(6)
{
  "formula": "C8H9EuO8P",
  "method": "ωB97M-V/def2-TZVPD",
  "homo_energy_ev": [-16.867, -17.184],
  "total_charge": 2,
  "gap_ev": [8.97, 9.39],
  "lumo_energy_ev": [-7.898, -7.793],
  "de_lowest_kcal_mol": 0.00,
  "multiplicity": 8,
  "species": ["O", "C", "Eu", "O", "C", "C", "O", "C", "O", "C", "O", "C", "O", "P", "O", "C", "O", "C", "H", "H", "H", "H", "H", "H", "H", "H", "H"],
  "positions_angstrom": [[-0.614, 0.280, -7.082], [-0.481, 0.258, -5.948], [1.028, -0.427, -1.217], [1.995, -3.969, -2.607], [1.726, -2.873, -2.373], [-1.136, 1.195, -1.871], [-2.043, 1.900, -1.932], [-1.172, -1.245, -2.714], [-2.231, -1.661, -2.880], [1.776, 1.487, -3.040], [2.166, 2.480, -3.479], [-1.483, 1.730, 3.372], [-1.091, 0.531, 2.650], [-0.850, 0.626, 1.013], [0.797, 1.074, 0.901], [1.810, 0.629, 1.880], [-0.503, -1.007, 0.666], [-0.326, -1.991, 1.733], [-1.652, 1.415, 4.409], [-2.394, 2.162, 2.935], [-0.673, 2.482, 3.333], [2.502, 1.479, 2.001], [1.351, 0.386, 2.854], [2.345, -0.254, 1.473], [0.478, -2.671, 1.427], [-0.046, -1.499, 2.670], [-1.277, -2.518, 1.827]],
  "atomic_forces_ev_per_a": [[0.31, -0.04, 2.70], [-0.29, 0.04, -2.63], [0.14, -0.01, 0.02], [-1.07, 4.30, 0.78], [1.22, -4.61, -0.83], [-3.20, 3.23, 0.02], [3.05, -2.46, -0.07], [-3.81, -2.24, -0.64], [3.65, 1.55, 0.41], [1.82, 4.34, -1.85], [-1.62, -4.01, 1.60], [-0.01, 0.66, 0.14], [0.46, -0.21, -2.36], [0.96, -0.53, 2.72], [-0.54, -0.18, 0.15], [-0.12, 0.41, -0.05], [-0.44, 0.91, 0.32], [0.00, -0.36, 0.15], [0.00, 0.12, -0.43], [0.22, -0.21, 0.23], [-0.33, -0.41, 0.07], [-0.25, -0.53, -0.07], [0.19, 0.08, -0.59], [-0.17, 0.33, 0.30], [-0.27, 0.08, 0.03], [-0.19, -0.20, -0.28], [0.29, -0.04, 0.17]]
}

(7)
{
  "formula": "C8H9FO3S",
  "method": "ωB97M-V/def2-TZVPD",
  "homo_energy_ev": -8.563,
  "total_charge": 0,
  "gap_ev": 9.04,
  "smiles": "C[S@@](=O)(Oc1ccccc1)=C(O)F",
  "lumo_energy_ev": 0.480,
  "de_lowest_kcal_mol": 80.31,
  "species": ["C", "C", "C", "C", "C", "C", "C", "C", "O", "O", "O", "F", "S", "H", "H", "H", "H", "H", "H", "H", "H", "H"],
  "positions_angstrom": [[0.961, 2.327, 2.375], [1.573, 1.119, 2.181], [0.078, 2.880, 1.536], [1.349, 0.495, 0.971], [-0.182, 2.302, 0.288], [0.449, 1.072, 0.035], [-0.953, -1.319, -2.640], [-1.198, -2.430, 0.293], [0.050, 0.386, -1.076], [1.190, -1.959, -1.128], [-1.265, -3.349, -0.768], [-2.355, -1.798, 0.192], [-0.106, -1.339, -0.963], [0.955, 2.711, 3.363], [2.398, 0.654, 2.790], [-0.504, 3.738, 1.689], [1.826, -0.388, 0.581], [-0.799, 2.626, -0.524], [-1.717, -2.022, -2.402], [-1.150, -0.222, -2.667], [-0.191, -1.549, -3.412], [-0.408, -3.935, -0.715]],
  "atomic_forces_ev_per_a": [[0.01, -0.32, 2.81], [2.03, -1.47, -1.17], [-1.23, -0.09, -3.44], [-0.98, 0.45, -1.75], [1.47, -2.06, 0.03], [-0.04, 0.47, 2.06], [1.71, 1.69, 1.48], [0.36, -1.62, 0.71], [0.24, -1.33, -0.21], [0.21, -0.14, 0.49], [2.04, -2.10, 0.53], [-1.29, 0.45, 0.12], [1.44, 3.13, -3.45], [0.56, 0.71, 0.82], [-1.34, 0.85, -0.10], [-0.30, 1.26, 0.97], [0.37, -0.35, 0.64], [-0.61, 0.70, 0.15], [-0.93, -0.22, -0.98], [-0.70, -1.19, -0.43], [-0.61, -0.36, 0.63], [-2.42, 1.54, 0.11]]
}

(8)
{
  "formula": "C8H9I2N2",
  "method": "ωB97M-V/def2-TZVPD",
  "homo_energy_ev": -11.974,
  "total_charge": 1,
  "gap_ev": 6.85,
  "lumo_energy_ev": -5.129,
  "de_lowest_kcal_mol": 33.62,
  "species": ["C", "C", "C", "C", "C", "C", "C", "C", "N", "N", "I", "I", "H", "H", "H", "H", "H", "H", "H", "H", "H"],
  "positions_angstrom": [[-2.082, 0.868, 1.879], [-1.352, -0.286, 2.260], [-1.441, 1.681, 0.849], [-0.175, -0.688, 1.668], [-0.184, 1.327, 0.358], [0.400, 0.099, 0.700], [1.042, -0.626, -2.114], [-0.289, -1.057, -2.023], [1.664, -0.062, 0.158], [2.007, -0.352, -2.728], [2.675, -1.894, 0.461], [3.044, 1.563, 0.341], [-2.983, 1.144, 2.412], [-1.947, -0.961, 2.781], [-1.965, 2.448, 0.272], [0.270, -1.587, 1.954], [0.200, 2.009, -0.319], [-0.806, -0.399, -2.846], [-0.625, -1.015, -1.066], [-0.354, -2.155, -2.463], [2.903, -0.056, -2.533]],
  "atomic_forces_ev_per_a": [[2.93, 0.46, -1.42], [-1.89, 1.68, -1.55], [-1.03, -1.48, 0.86], [-0.45, 0.82, -0.41], [-2.64, -1.10, 1.26], [0.21, 2.31, 1.58], [2.57, 0.60, -1.45], [-0.79, -1.66, -5.09], [2.03, -1.17, -1.43], [-3.00, -0.92, 0.67], [-0.40, 0.59, 0.14], [-0.61, -0.80, -0.07], [-0.11, -0.06, -0.42], [-0.29, -1.19, 1.63], [0.11, 0.20, 0.88], [0.64, -1.33, 0.45], [1.15, 0.84, -1.39], [0.41, -1.01, 1.91], [-1.60, 0.29, 2.61], [0.28, 2.07, 1.05], [2.45, 0.85, 0.20]]
}

(9)
{
  "formula": "C8H9N",
  "method": "ωB97M-V/def2-TZVPD",
  "homo_energy_ev": -8.545,
  "total_charge": 0,
  "gap_ev": 8.91,
  "smiles": "C#CC(=C)C(=C)/N=C/C",
  "lumo_energy_ev": 0.366,
  "de_lowest_kcal_mol": 102.21,
  "species": ["C", "C", "C", "C", "C", "C", "C", "C", "N", "H", "H", "H", "H", "H", "H", "H", "H", "H"],
  "positions_angstrom": [[1.945, 2.322, -0.330], [1.753, 1.150, -0.164], [2.651, -0.920, 0.567], [0.207, -2.089, -0.672], [-1.880, 0.118, 0.228], [1.647, -0.197, 0.088], [0.329, -0.808, -0.270], [-3.018, 1.084, 0.045], [-0.674, 0.207, -0.220], [2.164, 3.352, -0.329], [2.650, -2.119, 0.660], [3.655, -0.478, 0.691], [-0.707, -2.602, -0.594], [1.125, -2.611, -0.867], [-2.102, -0.654, 1.062], [-3.339, 1.389, 1.032], [-3.751, 0.837, -0.563], [-2.657, 2.018, -0.362]],
  "atomic_forces_ev_per_a": [[0.04, -0.29, 0.28], [0.83, 2.61, -0.07], [1.71, -2.87, -0.01], [0.76, 1.63, 0.96], [1.58, -1.47, 1.67], [-0.92, -2.62, -0.51], [-0.51, 0.47, 0.77], [4.64, 2.33, 2.66], [-2.32, -0.81, -0.81], [-0.04, 0.41, -0.25], [-0.42, 3.10, -0.01], [-0.74, -0.13, 0.15], [-1.11, -0.48, -0.61], [0.04, -0.37, -0.01], [0.21, 0.50, -1.52], [-0.61, -0.35, 0.26], [-3.65, -1.95, -2.58], [0.52, 0.27, -0.37]]
}